Below is C44H51F9N4O10S2Tl as an isolated structure at a distorted geometry, with properties calculated with ωB97M-V with the def2-TZVPD basis set.

frontier orbital gap: 0.1009 Eh
molecular weight: 1235.41 g/mol
maximum force: 14.11 eV/A
DFT total energy: -123688.302 eV

ORCA input file:
```
! wB97M-V def2-TZVPD RIJCOSX def2/J DEFGRID3
* xyz 1 1
F 0.16 -0.27 -1.51
H 6.61 -2.73 0.25
H -1.26 3.64 3.79
C 6.72 -1.86 0.89
H 1.87 -1.94 4.48
C 7.01 0.21 2.61
H 3.37 -2.77 -0.64
O 0.58 0.23 2.26
C 8.12 -0.48 2.18
H -3.64 2.38 -5.82
O -0.56 4.69 0.44
H 9.07 -0.20 2.62
H -5.28 2.32 -1.79
C 3.31 -1.18 -3.61
H -4.00 2.66 5.45
C -3.16 -2.29 -4.11
C -5.69 2.40 4.14
N 1.41 3.72 -1.72
O 1.24 1.83 0.61
C 2.14 -3.27 -3.82
H -2.49 -2.92 6.72
H -3.00 1.15 1.80
C -4.35 2.29 4.49
C -1.73 -3.55 -2.16
H 0.08 3.73 4.97
O 2.32 -0.34 0.61
O -1.93 -4.51 1.10
H -3.69 -1.80 -4.91
C 3.49 -1.44 -2.27
N -3.42 1.84 3.64
H -2.01 -0.55 3.18
C 3.09 -2.62 -1.68
C -2.30 -1.55 -3.31
C -3.22 1.98 -2.01
C -5.11 1.68 1.93
N -1.17 -3.74 3.70
F -0.53 -1.47 0.18
H 6.02 1.91 0.02
O 2.33 -2.57 2.57
H 1.58 3.03 -5.54
H -2.66 -5.39 -2.91
H -5.63 2.77 -4.28
H -0.97 -2.53 2.11
C 7.98 -1.54 1.32
C 1.43 3.22 -4.48
H 3.62 -1.87 4.00
C 2.44 -3.55 -2.48
C -3.30 -3.67 -3.92
H -0.59 2.18 4.51
H -5.41 1.35 0.94
C -2.35 2.11 -4.21
H -0.79 -1.62 -1.81
H 1.58 -3.97 -4.42
H 3.74 1.12 -0.23
H 2.91 -3.43 4.31
C -1.60 3.83 0.95
C -1.53 -2.19 -2.34
S -2.86 -4.68 -0.02
H 2.43 -1.69 2.18
H 2.44 -1.86 -5.42
H 2.09 -4.48 -2.04
H 2.04 1.24 -3.87
C -2.14 -2.79 5.71
C -6.07 2.05 2.86
C -3.59 2.36 -4.74
C -2.26 -1.55 5.09
H 4.66 -1.29 0.90
O -2.21 -5.10 -1.24
C 5.30 2.16 -0.76
C -0.33 3.18 4.13
F -2.58 -2.29 -1.09
H -7.10 2.12 2.52
H -1.50 -4.84 5.39
C 5.64 -1.04 1.28
F 4.05 -0.48 -1.51
F -0.91 -4.14 -1.28
F -1.30 0.52 -0.14
H -2.71 -0.71 5.60
H 0.76 5.23 -4.69
C -3.47 -2.89 -0.31
C 0.93 4.59 -2.61
H 1.98 1.67 -1.59
C -4.47 2.29 -2.51
N 5.76 -0.03 2.14
H 0.56 1.96 2.86
H -2.13 -0.49 -3.45
H 8.81 -2.21 1.11
H 3.78 -0.28 -3.99
C 1.00 4.44 -3.99
O 0.66 2.87 3.16
C -2.12 1.90 -2.85
C -1.24 -2.53 3.15
C -1.85 -1.44 3.77
C -3.83 1.51 2.40
S 1.10 0.41 0.90
H 5.52 3.18 -1.08
C -1.60 -3.86 4.96
O -4.07 -5.44 0.29
C -2.61 -4.31 -2.93
H 7.01 0.98 3.37
H -1.08 5.35 -0.04
C 2.69 -2.43 3.95
F -3.49 -2.24 0.86
H -1.10 2.95 1.36
C 2.61 -2.10 -4.38
H -1.08 1.78 -2.54
C -4.67 2.53 -3.86
C 1.77 2.52 -2.22
O 3.98 2.06 -0.28
Tl 2.35 4.42 1.06
H 5.51 1.58 -1.67
H -3.09 1.73 -0.97
F -1.31 2.09 -5.07
H -2.28 3.53 0.14
F -4.66 -2.87 -0.84
H -3.97 -4.24 -4.54
H -2.22 4.33 1.70
H 0.53 5.50 -2.17
C 1.73 2.23 -3.57
H -6.42 2.79 4.84
C -0.22 -0.25 -0.24
*
```

Löwdin atomic charge list, values in e, 99 entries:
1 F 0.13
2 H 0.10
3 H 0.05
4 C -0.06
5 H 0.08
6 C -0.14
7 H 0.12
8 O -0.28
9 C -0.08
10 H 0.12
11 O -0.22
12 H 0.10
13 H 0.10
14 C -0.02
15 H 0.11
16 C 0.06
17 C -0.06
18 N 0.04
19 O -0.41
20 C -0.11
21 H 0.10
22 H 0.08
23 C -0.13
24 C -0.16
25 H 0.08
26 O -0.29
27 O -0.21
28 H 0.14
29 C -0.28
30 N 0.07
31 H 0.07
32 C 0.00
33 C 0.04
34 C -0.09
35 C -0.07
36 N 0.07
37 F 0.13
38 H 0.07
39 O -0.16
40 H 0.11
41 H 0.17
42 H 0.11
43 H 0.07
44 C -0.09
45 C -0.08
46 H 0.07
47 C -0.08
48 C 0.02
49 H 0.08
50 H 0.09
51 C -0.29
52 H 0.12
53 H 0.10
54 H 0.02
55 H 0.08
56 C -0.13
57 C 0.01
58 S 0.67
59 H 0.01
60 H 0.11
61 H 0.11
62 H 0.08
63 C -0.06
64 C -0.07
65 C -0.01
66 C -0.07
67 H 0.07
68 O -0.24
69 C -0.14
70 C -0.15
71 F 0.14
72 H 0.11
73 H 0.10
74 C -0.15
75 F 0.05
76 F 0.16
77 F 0.14
78 H 0.10
79 H 0.11
80 C -0.56
81 C -0.14
82 H 0.07
83 C -0.08
84 N 0.07
85 H 0.01
86 H 0.11
87 H 0.11
88 H 0.12
89 C -0.06
90 O -0.23
91 C -0.03
92 C -0.16
93 C -0.07
94 C -0.17
95 S 0.54
96 H 0.08
97 C -0.14
98 O -0.21
99 C 0.01